{"formula": "C3H4N2O2S", "method": "ωB97M-V/def2-TZVPD", "elements": ["N", "H", "N", "C", "C", "S", "C", "O", "H", "H", "O", "H"], "coordinates": [[-0.332814, -1.087616, 1.570287], [-1.926269, -0.581302, 0.607017], [-0.011582, 0.799122, -0.355355], [-0.919842, -0.763926, 0.404081], [0.672975, 1.778534, -0.850552], [1.107818, 3.336627, -0.352146], [-0.061037, -0.561095, -0.805651], [0.874523, -0.926669, 1.640288], [-0.595341, -0.501483, -1.849900], [0.757898, -1.346371, -0.923716], [-0.997196, -1.537745, 2.496737], [1.430865, 1.391925, -1.581089]], "forces_ev_per_a": [[1.56, -0.68, 1.25], [-1.63, 0.27, -0.80], [1.40, 3.02, -0.52], [-0.70, -1.45, -1.25], [1.30, -2.54, 0.55], [-0.58, -0.12, -0.20], [-1.72, -0.40, -1.98], [1.49, -0.02, 0.16], [0.43, -0.71, 2.09], [-0.33, 1.76, 0.56], [-0.91, 0.03, 0.30], [-0.30, 0.81, -0.16]], "nbo_charge": [0.422, 0.225, -0.426, 0.090, -0.120, 0.265, -0.303, -0.436, 0.221, 0.248, -0.406, 0.219], "largest_force_ha_per_bohr": 0.0655, "charge": 0, "homo_ev": [-9.986, -8.492], "spin_multiplicity": 1, "gap_ev": [8.91, 5.24]}

{"formula": "C3H4N2O2S2", "method": "ωB97M-V/def2-TZVPD", "elements": ["O", "O", "S", "C", "N", "H", "N", "H", "H", "C", "H", "C", "S"], "coordinates": [[1.429326, -2.021451, -0.862893], [-2.666273, -0.465240, 0.451619], [2.410483, 0.657470, 0.444400], [-1.006476, 1.181802, 0.218711], [1.155901, -0.337561, 0.732432], [-1.541557, 1.684800, 0.936282], [-0.694517, -1.215160, -0.351052], [-1.278217, -2.045837, -0.703728], [0.359093, 0.711057, -1.438444], [0.800546, -1.222054, -0.244401], [2.487388, 1.392641, 1.538851], [-1.509465, -0.228678, 0.149360], [0.053763, 1.908209, -0.871141]], "forces_ev_per_a": [[0.84, -0.26, -0.63], [0.17, 0.23, 0.05], [0.32, -0.98, -1.40], [1.09, -2.58, -1.31], [0.18, 1.14, 0.99], [-0.87, 1.76, 1.38], [0.44, -1.25, -0.70], [1.84, 1.49, 0.73], [-0.02, 0.69, -0.23], [-3.08, -0.46, 0.50], [-0.42, -0.04, 0.87], [0.09, 0.44, -0.19], [-0.58, -0.18, -0.06]], "nbo_charge": [-0.566, -0.573, 0.438, -0.402, -0.734, 0.235, -0.691, 0.436, 0.145, 0.742, 0.113, 0.609, 0.250], "largest_force_ha_per_bohr": 0.0614, "charge": 0, "homo_ev": [-8.228, -9.129], "spin_multiplicity": 1, "gap_ev": [6.31, 8.04]}

{"formula": "C3H4N2O3", "method": "ωB97M-V/def2-TZVPD", "elements": ["N", "C", "H", "O", "N", "O", "H", "C", "C", "H", "H", "O"], "coordinates": [[-0.753717, -0.241230, 0.137414], [-2.025522, -0.439803, 0.683344], [3.140651, 1.489422, -1.303913], [2.477815, -0.903494, -0.809877], [1.508998, 0.744698, 0.481550], [-0.676748, -0.554985, -1.227038], [-1.229125, 0.158803, -1.667916], [2.382434, 0.515051, -0.632041], [0.314189, 0.270970, 0.760719], [0.149523, 0.288843, 1.799061], [-2.884773, -0.855230, -0.053886], [-2.403725, -0.473045, 1.832583]], "forces_ev_per_a": [[-0.75, -0.33, -1.97], [-3.39, -2.57, 0.20], [-2.68, -3.27, 2.50], [0.50, 8.99, -0.08], [-0.58, 0.12, -2.18], [-0.97, 1.52, -0.21], [1.02, -1.12, 0.46], [-0.35, -7.19, -0.34], [3.72, 1.37, 0.40], [-0.66, 0.19, 1.36], [2.46, 1.27, 0.43], [1.68, 1.03, -0.57]], "nbo_charge": [-0.190, 0.512, 0.217, -0.608, -0.511, -0.494, 0.473, 0.441, 0.323, 0.209, 0.148, -0.522], "largest_force_ha_per_bohr": 0.1752, "charge": 0, "homo_ev": -9.575, "spin_multiplicity": 1, "gap_ev": 9.24}

{"formula": "C3H4N2O3", "method": "ωB97M-V/def2-TZVPD", "elements": ["O", "O", "H", "H", "C", "N", "H", "O", "C", "C", "H", "N"], "coordinates": [[2.904320, -0.750545, -0.566801], [-0.560583, -0.979300, -1.126893], [1.718103, -2.340038, -0.868960], [1.539434, 0.981487, 0.696965], [1.777109, -1.176971, -0.622804], [0.636992, -0.519042, -0.359902], [-2.381091, 0.673272, 1.379129], [-2.466002, 1.823181, -0.227637], [-1.790698, 1.224192, 0.559815], [0.429922, 0.531382, 0.449860], [-1.417974, -0.947202, 0.035602], [-0.389533, 1.479583, 0.651626]], "forces_ev_per_a": [[-0.73, 0.76, 0.40], [-1.53, 0.46, 6.56], [-0.94, 2.28, 0.15], [-2.23, -1.79, -0.20], [3.08, -3.87, -0.79], [-4.90, -0.40, -1.10], [1.39, 0.02, -0.53], [-0.33, -0.09, -0.37], [-0.67, 1.41, -0.06], [6.67, 4.40, -0.18], [2.89, -0.53, -5.01], [-2.70, -2.66, 1.13]], "nbo_charge": [-0.520, -0.482, 0.148, 0.214, 0.520, -0.230, 0.132, -0.509, 0.448, 0.290, 0.459, -0.471], "largest_force_ha_per_bohr": 0.1556, "charge": 0, "homo_ev": -10.121, "spin_multiplicity": 1, "gap_ev": 8.36}

{"formula": "C3H4N2O3", "method": "ωB97M-V/def2-TZVPD", "elements": ["C", "O", "H", "C", "C", "H", "H", "O", "N", "H", "O", "N"], "coordinates": [[-1.912888, 0.112668, 0.455442], [4.072514, -0.822836, -0.025799], [1.885801, 1.165476, 0.080796], [-0.715696, 0.666521, -0.122123], [-2.800065, -0.692154, -0.162652], [-1.904078, 0.470366, 1.443685], [-2.706661, -0.958295, -1.194872], [1.926950, -1.022562, -0.179377], [0.149637, 1.352205, -0.477715], [-3.797695, -0.837487, 0.264590], [2.838762, 0.995267, -0.013266], [2.963417, -0.429167, -0.068704]], "forces_ev_per_a": [[0.30, -1.10, -1.52], [0.72, -0.27, 0.03], [-0.45, -0.09, -0.40], [0.57, 0.94, -0.91], [-0.17, 1.77, 0.81], [-1.01, 0.09, 1.36], [0.35, -0.22, -0.34], [-0.05, -0.46, 0.12], [-1.05, -0.96, 0.46], [0.64, -0.39, 0.21], [1.14, -1.21, 0.29], [-0.99, 1.90, -0.14]], "nbo_charge": [-0.318, -0.322, 0.502, 0.324, -0.274, 0.242, 0.214, -0.387, -0.376, 0.216, -0.555, 0.735], "largest_force_ha_per_bohr": 0.0417, "charge": 0, "homo_ev": -11.062, "spin_multiplicity": 1, "gap_ev": 10.76, "smiles": "O=[N+]([O-])O.C=CC#N"}

{"formula": "C3H4N2O3", "method": "ωB97M-V/def2-TZVPD", "elements": ["N", "H", "H", "C", "N", "O", "C", "O", "H", "C", "H", "O"], "coordinates": [[-0.728746, 1.563640, 0.151828], [3.279175, -0.547840, -0.435119], [-0.421066, 2.368491, -0.454655], [0.048607, 0.285438, -0.104693], [-0.254489, -1.973803, 0.160619], [1.070539, -1.609493, 0.126867], [1.287279, -0.258442, 0.189131], [-2.304731, -0.850134, -0.015097], [-2.607341, 0.041301, -0.837177], [-0.925117, -0.876511, -0.035342], [-1.148029, 1.762829, 1.304810], [2.703924, 0.094523, -0.051172]], "forces_ev_per_a": [[0.47, -0.21, 1.60], [-0.27, -1.52, -0.36], [-0.45, -1.00, 1.79], [-3.84, 2.18, 2.56], [-0.83, 0.13, -0.64], [1.57, 0.23, 0.94], [2.02, -1.70, -3.35], [0.53, 3.94, -3.95], [1.61, -3.90, 4.05], [1.45, 0.88, 0.44], [2.28, -0.69, -5.01], [-4.54, 1.65, 1.94]], "nbo_charge": [-0.920, 0.506, 0.397, -0.092, -0.159, -0.311, 0.573, -0.653, 0.509, 0.433, 0.420, -0.704], "largest_force_ha_per_bohr": 0.1136, "charge": 0, "homo_ev": -9.440, "spin_multiplicity": 1, "gap_ev": 9.44}

{"formula": "C3H4N2O3", "method": "ωB97M-V/def2-TZVPD", "elements": ["O", "N", "H", "H", "O", "C", "C", "N", "C", "H", "H", "O"], "coordinates": [[0.621455, -1.220503, -2.274909], [0.144022, -0.107395, -2.040162], [-0.597744, -0.029625, 2.408755], [0.972583, -1.267550, 0.386284], [-0.141530, 0.703243, -2.911611], [-0.039346, 0.333034, 1.589463], [0.035076, -0.706212, 0.441550], [-0.487544, 1.448338, -0.333481], [-0.102376, 0.243547, -0.697354], [-0.789311, -1.406139, 0.433601], [0.982537, 0.484477, 1.945398], [-0.597822, 1.524783, 1.052465]], "forces_ev_per_a": [[-0.36, 0.78, 0.84], [-0.01, -0.02, -2.71], [-0.92, -0.09, 0.85], [-0.20, 0.14, 0.20], [0.18, -0.36, 0.68], [1.43, -1.45, -0.53], [0.22, 0.46, 0.06], [0.64, -1.61, -0.81], [-0.82, 2.36, 2.98], [-0.23, -0.28, 0.02], [-0.03, 0.55, -0.02], [0.11, -0.48, -1.55]], "nbo_charge": [-0.369, 0.482, 0.204, 0.253, -0.330, -0.090, -0.486, 0.015, 0.222, 0.234, 0.185, -0.319], "largest_force_ha_per_bohr": 0.0756, "charge": 0, "homo_ev": -10.490, "spin_multiplicity": 1, "gap_ev": 9.31, "smiles": "O=[N+]([O-])C1=NOCC1"}

{"formula": "C3H4N2O3", "method": "ωB97M-V/def2-TZVPD", "elements": ["H", "H", "N", "C", "O", "O", "O", "C", "C", "N", "H", "H"], "coordinates": [[1.863552, -1.132063, 0.826644], [-0.329509, -1.634133, -0.985832], [0.776149, -0.001151, -0.531552], [-1.580096, -0.064392, 0.024953], [-2.638374, -0.689913, 0.035593], [1.935696, -0.628174, -0.098734], [-1.603612, 1.248129, -0.419094], [0.817670, 1.307295, -0.068884], [-0.348691, -0.831614, -0.155564], [-0.259226, 1.975088, 0.127676], [1.628895, 1.869992, 0.444337], [-0.262451, -1.419067, 0.800457]], "forces_ev_per_a": [[-0.52, 1.87, -2.57], [-1.06, 1.28, 1.32], [1.45, 0.26, 1.72], [-4.32, -0.24, -4.05], [1.70, 1.39, 1.17], [1.96, -2.25, 1.57], [3.19, -0.51, 2.43], [-2.93, 0.44, 1.54], [1.24, -1.67, -0.33], [-1.57, -0.09, -1.26], [0.14, -1.10, -1.02], [0.73, 0.62, -0.51]], "nbo_charge": [0.457, 0.270, -0.130, 0.733, -0.527, -0.568, -0.387, 0.180, -0.362, -0.140, 0.255, 0.219], "largest_force_ha_per_bohr": 0.1151, "charge": 0, "homo_ev": -10.199, "spin_multiplicity": 1, "gap_ev": 10.35, "smiles": "O=C1CN(O)C=NO1"}